31
Properties=species:S:1:pos:R:3:forces:R:3:lowdin_charge:R:1 method="wB97M-V/def2-TZVPD" relative_energy_kj_mol=70.0 homo_energy_ev=-3.257 total_charge=-1
C 0.861650 3.087022 2.549380 2.9 1.4 -0.2 -0.138
C -0.107853 2.109751 2.576715 0.3 0.5 3.5 -0.159
C 1.641424 3.257385 1.361634 -0.5 1.2 2.0 -0.110
C -0.454551 1.426863 1.464868 -0.7 -1.2 -0.2 -0.122
C 1.276151 2.480321 0.296345 1.8 1.3 -2.2 -0.179
C 0.207562 1.670354 0.240869 -2.5 -1.3 0.8 -0.338
C -2.788867 -3.528180 1.701918 -0.3 0.8 2.6 -0.263
C -0.181683 -1.124966 -2.688258 -2.5 -1.9 -0.5 -0.184
C 1.818644 0.020281 -1.889602 1.2 -0.4 -1.0 -0.145
C 0.418486 -1.304239 -0.235090 0.8 0.4 -1.6 -0.085
C -2.655690 -3.327159 0.428870 -0.4 -1.0 -1.6 0.020
C 0.437825 -0.389863 -1.556381 -0.4 -1.1 1.3 -0.716
O -2.992004 -3.615559 2.872724 0.5 -0.2 -2.5 0.109
O -1.875949 0.407109 -0.562578 -2.1 -0.6 -0.1 -0.579
P -0.742733 1.073081 -1.291899 1.7 0.2 0.8 0.728
H 1.243265 3.641695 3.458265 -1.0 -0.6 -0.9 0.095
H -0.517473 1.861715 3.622671 0.2 0.3 -1.8 0.117
H 2.404919 4.093693 1.275341 -0.8 -1.4 0.2 0.105
H -1.226177 0.666318 1.678968 0.3 0.5 -1.2 0.106
H 1.800016 2.571700 -0.658801 0.2 0.4 0.2 0.088
H 0.066741 -2.216116 -2.648866 0.2 0.6 -0.3 0.068
H -1.331772 -1.134365 -2.474232 1.7 0.1 -0.9 0.082
H 0.061683 -0.755951 -3.717953 -0.4 0.0 0.9 0.077
H 1.910469 1.017702 -2.275693 -0.2 0.7 -0.5 0.048
H 2.382217 -0.638753 -2.600630 -0.6 0.2 0.5 0.088
H 2.341839 0.030900 -0.983993 1.3 0.1 1.3 0.043
H -0.466598 -1.257973 0.310717 -1.9 0.6 0.6 0.008
H 0.566013 -2.364152 -0.345044 0.2 -0.8 -1.0 0.057
H 1.165001 -1.077883 0.487498 1.0 0.9 0.4 0.057
H -3.228429 -4.007517 -0.216858 0.0 0.1 0.5 0.069
H -2.034124 -2.673214 -0.180904 0.1 0.3 1.0 0.052


29
Properties=species:S:1:pos:R:3:forces:R:3:lowdin_charge:R:1 method="wB97M-V/def2-TZVPD" relative_energy_kj_mol=337.1 homo_energy_ev=-7.295
C -1.150690 -3.066709 2.939569 0.1 1.0 0.2 -0.051
C -0.913164 -2.111151 1.764444 0.5 0.4 1.7 -0.282
C -0.080385 -2.420210 0.800580 1.0 -2.5 -1.5 -0.105
C 0.104850 -1.599874 -0.389553 0.6 2.5 -2.9 -0.146
C -0.775976 -0.343012 -0.481057 -0.2 1.0 -0.1 -0.266
C -0.904901 0.467412 -1.574331 0.6 -1.3 0.6 -0.654
C -0.085872 0.328679 -2.847032 -1.2 -1.7 -0.3 -0.124
S -1.810805 1.964152 -1.555048 -0.1 0.5 -0.3 0.820
C -1.277053 0.145725 0.820055 0.2 -0.3 -1.8 -0.089
C -1.354213 -0.704925 1.818580 -1.9 -0.7 3.1 -0.047
H -0.234918 -3.416589 3.429309 0.1 0.4 -0.2 0.075
H -1.785033 -2.624147 3.761306 0.3 -0.7 -1.1 0.088
H -1.530059 -3.944531 2.452935 -0.9 -0.6 0.4 0.064
H 0.556467 -3.352764 0.722307 -1.1 0.8 0.6 0.140
H -0.007609 -2.147369 -1.439847 0.7 0.8 2.4 0.153
H 1.123316 -1.084410 -0.287211 -0.6 -1.2 -0.7 0.125
H -0.618411 0.854587 -3.712270 1.1 -0.8 1.0 0.082
H 0.099068 -0.806306 -3.071132 -0.3 2.2 0.1 0.100
H 0.856882 0.779716 -2.557167 0.4 0.2 -0.6 0.061
H -1.988223 2.004221 -0.234131 -0.4 0.6 -0.5 -0.157
H -1.562583 1.191267 0.799929 0.1 -0.7 1.3 0.050
H -1.852738 -0.460961 2.821183 0.9 0.1 -1.5 0.131
C 2.049336 1.690790 0.172073 -0.2 3.3 -1.6 0.117
C 1.971838 2.819226 -0.293456 0.4 -4.4 1.8 -0.222
C 1.758386 4.172577 -0.612415 -0.5 1.3 0.5 -0.123
H 2.100851 0.718051 0.520529 0.1 -1.1 0.4 -0.002
H 0.924482 4.215392 -1.293556 -0.2 0.4 -0.6 0.066
H 1.389540 4.618376 0.343122 0.6 0.3 -0.8 0.105
H 2.665532 4.632532 -1.019394 -0.4 0.3 0.2 0.088


40
Properties=species:S:1:pos:R:3:forces:R:3:lowdin_charge:R:1 method="wB97M-V/def2-TZVPD" relative_energy_kj_mol=77.9 homo_energy_ev=-0.598 total_charge=-2
Ag -2.674461 -1.567076 -1.764112 0.0 0.6 -0.6 0.179
Te -4.495615 -3.497758 -1.059536 -0.6 -0.5 0.7 -0.239
Te -5.573970 -5.582517 0.288355 0.1 -0.1 -0.1 -0.459
Te -4.503186 -1.140512 2.786107 0.0 0.3 -0.1 -0.387
Te -2.953962 -2.022194 0.780796 -0.2 -0.8 0.6 -0.170
S -3.519034 -0.836298 -4.259402 1.1 0.2 0.7 0.364
C -1.923696 -0.429058 -3.662752 -0.3 -0.1 -1.0 -1.224
N -1.444983 0.726347 -3.298107 0.2 0.0 0.0 0.006
C -0.094164 0.673277 -3.013071 -0.2 0.3 0.0 -0.360
C 0.669625 1.782344 -2.645640 0.0 0.1 0.0 -0.048
C 2.023270 1.636470 -2.414132 0.1 -0.1 0.0 -0.119
C 2.642065 0.386754 -2.535596 -0.1 0.1 0.0 -0.123
C 1.897568 -0.721732 -2.901045 0.0 -0.1 0.0 -0.119
C 0.537436 -0.570817 -3.138069 0.0 -0.2 0.0 -0.520
S -0.632123 -1.747992 -3.636589 -0.2 0.2 -0.1 0.908
H 0.185273 2.747174 -2.562163 0.0 0.0 0.0 0.104
H 2.613616 2.503465 -2.141031 0.0 0.0 0.0 0.086
H 3.703768 0.284942 -2.347842 0.0 0.0 0.0 0.086
H 2.366383 -1.693092 -3.000447 0.0 0.0 0.0 0.099
C 1.034791 -1.853699 0.851286 0.1 0.1 0.0 -0.083
N 0.995210 -0.695733 1.728351 -0.1 0.1 -0.2 -0.167
C 1.220236 -1.012628 3.122734 0.1 -0.1 0.0 -0.076
C 0.155572 0.353232 1.373996 -0.1 0.1 0.0 -0.465
N -0.583638 0.284681 0.342436 0.2 -0.1 -0.2 0.127
N 0.210989 1.451792 2.265937 -0.1 -0.2 0.1 -0.199
C -0.944132 2.322545 2.248958 0.0 0.1 0.0 -0.087
C 1.476625 2.151294 2.322814 0.0 0.0 0.0 -0.089
H 2.071242 -2.186456 0.733766 0.0 -0.1 0.0 0.079
H 0.627254 -1.591825 -0.119682 0.0 0.1 0.0 0.056
H 0.436252 -2.673350 1.260143 0.0 0.0 0.0 0.068
H 0.593689 -1.856196 3.437794 0.0 0.0 0.0 0.090
H 0.978936 -0.161231 3.750034 0.0 0.0 0.0 0.076
H 2.267766 -1.290495 3.284627 0.0 0.0 0.0 0.078
H -1.060798 1.153183 0.131157 0.0 0.0 0.0 0.046
H -1.857610 1.728613 2.231833 0.0 0.0 0.0 0.081
H -0.946399 3.009510 1.387134 0.0 0.0 0.0 0.082
H -0.943982 2.927417 3.158398 0.0 0.0 0.0 0.081
H 2.292479 1.448439 2.164370 0.0 0.0 0.0 0.080
H 1.610131 2.627081 3.299148 0.0 0.0 0.0 0.077
H 1.541578 2.932101 1.549042 0.0 0.0 0.0 0.082


37
Properties=species:S:1:pos:R:3:forces:R:3:lowdin_charge:R:1 method="wB97M-V/def2-TZVPD" relative_energy_kj_mol=0.0 homo_energy_ev=-1.262 total_charge=-2
K 2.772398 -0.490026 2.391644 0.8 0.2 -0.7 0.806
C -1.513410 -1.888100 -1.713446 0.0 -0.2 -0.2 -0.192
Si -0.088941 -0.670603 -1.970416 -0.1 0.2 0.1 0.313
C -0.024841 -0.318487 -3.833419 0.0 -0.1 -0.1 -0.197
C 1.479402 -1.617111 -1.592007 0.2 -0.1 0.0 -0.187
N -0.187106 0.691347 -1.005755 0.1 0.1 0.1 -0.051
C -1.159649 1.590199 -0.911502 -0.1 0.1 0.0 -0.363
C -2.372634 1.637099 -1.666807 0.0 0.0 0.0 -0.072
C -3.347929 2.612753 -1.501658 0.1 -0.1 0.0 -0.164
C -3.197861 3.631123 -0.571761 0.0 0.0 0.0 -0.172
C -2.023928 3.641800 0.192522 0.0 0.0 0.0 -0.073
C -1.073612 2.672810 0.020561 0.1 -0.2 0.0 -0.245
F 0.032342 2.726824 0.809223 0.0 0.1 0.0 0.021
H -1.368650 -2.776259 -2.339699 -0.1 0.0 0.0 0.010
H -2.477316 -1.443848 -1.970812 0.0 0.0 0.0 0.003
H -1.559804 -2.210812 -0.671363 0.0 0.0 0.0 0.020
H 0.079200 -1.247479 -4.405128 0.0 0.0 0.0 0.009
H 0.824043 0.327649 -4.069133 0.0 0.0 0.0 0.015
H -0.930714 0.189456 -4.170873 0.0 0.0 0.0 0.004
H 1.592555 -2.472351 -2.266182 0.0 0.0 0.0 0.016
H 1.485724 -1.998098 -0.568504 0.0 0.0 0.0 0.019
H 2.354362 -0.972688 -1.706708 0.0 0.0 0.0 0.024
H -2.532398 0.856891 -2.401801 0.0 0.0 0.0 0.068
H -4.244667 2.564769 -2.112456 0.0 0.0 0.0 0.078
H -3.959142 4.388470 -0.432055 0.0 0.0 0.0 0.067
H -1.838509 4.405563 0.940014 0.0 0.0 0.0 0.099
Cl -0.847953 -1.756461 6.279903 0.1 0.0 -0.3 0.460
C -0.712415 -1.913031 4.472514 -0.2 0.0 0.3 -0.476
C 0.675192 -1.554833 3.927833 0.1 0.1 0.1 -0.832
O 1.195242 -2.429490 3.197867 -0.1 -0.1 0.1 -0.128
O 1.125073 -0.418511 4.193395 -0.5 -0.2 0.6 -0.183
H -1.448703 -1.226667 4.061539 0.0 0.0 0.0 0.069
H -0.962923 -2.941683 4.239732 0.0 0.0 0.0 0.056
Cl 6.060272 1.022688 2.483812 0.0 -0.2 -0.1 0.069
C 5.686307 -0.720802 1.730452 -0.2 0.1 0.1 -0.648
H 6.456031 -1.322257 2.234458 0.0 0.0 0.0 -0.124
H 6.054960 -0.569844 0.706013 0.1 0.0 0.0 -0.121


59
Properties=species:S:1:pos:R:3:forces:R:3:lowdin_charge:R:1 method="wB97M-V/def2-TZVPD" s2=12.077 spin_multiplicity=7 homo_energy_ev="-6.036 / -6.359" total_charge=-1
Cr 17.746888 -18.471428 -0.861055 0.9 0.3 -1.0 1.035
Cr 18.009484 -18.290691 -4.391972 -2.2 -0.7 3.2 1.004
Mg 19.337588 -21.021541 -2.405794 -1.5 -2.7 1.2 0.599
O 18.358360 -18.400581 0.988292 -1.2 0.7 -1.5 -0.373
H 18.921909 -18.874168 1.584311 0.2 -0.5 0.0 -0.058
O 18.073323 -20.470686 -1.087019 -0.1 -0.4 0.9 -0.346
H 17.306855 -21.024605 -0.938357 -0.2 0.0 0.2 0.026
C 15.065167 -20.991897 -6.673044 0.7 1.5 0.6 -0.643
F 14.454363 -22.159727 -6.507511 -0.1 -0.4 0.0 0.118
F 16.326096 -21.218398 -7.090495 -0.4 -0.4 -0.4 0.083
F 14.399815 -20.313001 -7.611022 0.3 -0.3 -0.1 0.126
S 15.144286 -19.972256 -5.064804 -2.7 0.0 1.3 0.576
O 14.825560 -20.989891 -4.055558 1.2 0.6 -0.9 -0.317
O 16.526482 -19.459251 -5.028840 -0.5 -0.3 -0.7 -0.408
O 14.095147 -18.984614 -5.240399 1.4 -0.8 -0.3 -0.277
P 16.429024 -16.712726 -2.688033 -0.6 -5.2 -2.0 0.226
O 16.905710 -18.277644 -2.713183 0.6 -4.0 -0.1 -0.480
O 16.997041 -16.710332 -1.229775 -1.0 3.0 1.4 -0.382
O 15.049651 -16.836841 -3.295564 0.8 2.4 2.3 -0.279
O 17.465040 -16.498915 -3.807193 1.5 3.4 -1.9 -0.383
P 20.211807 -18.813851 -3.000986 -7.1 -2.4 -0.3 0.284
O 19.440831 -18.235932 -1.773735 3.9 1.5 0.6 -0.369
O 20.931307 -20.161445 -2.730971 5.3 2.4 0.8 -0.312
O 19.977454 -18.040313 -4.309680 4.4 3.4 -0.1 -0.336
O 18.945863 -19.659390 -3.433508 -3.7 -1.1 -3.4 -0.534
C 22.509550 -18.996928 -0.023546 0.5 0.2 -0.5 -0.068
C 22.101028 -20.233373 0.728551 -0.2 0.0 0.1 -0.297
O 22.799602 -20.049140 1.947628 -0.4 -1.0 0.3 0.144
C 22.923752 -18.736243 2.172693 -0.3 1.4 0.2 -0.555
O 23.173525 -18.225487 3.214974 0.2 -0.3 -0.2 0.181
O 22.656240 -18.042040 1.030016 0.0 -0.3 0.2 0.067
F 22.488107 -21.420904 0.202519 0.3 0.1 -0.3 0.074
H 21.779061 -18.667282 -0.753702 -0.1 0.1 0.2 0.091
H 23.497026 -19.125098 -0.476542 -0.1 -0.2 -0.2 0.133
H 21.020562 -20.289689 0.878768 0.0 0.0 0.3 0.173
C 21.279412 -19.280791 -6.809367 1.1 -0.1 0.3 -0.051
C 19.913509 -19.698457 -6.614046 0.5 0.2 0.0 -0.230
N 18.817680 -19.962140 -6.423343 -0.4 -0.2 -0.2 0.188
H 21.890633 -20.009229 -7.345282 -0.4 0.0 -0.4 0.085
H 21.803282 -19.204096 -5.855999 -0.4 0.2 0.2 0.068
H 21.314743 -18.299336 -7.277708 0.0 -0.1 -0.1 0.096
C 24.514663 -19.095750 -3.276860 -0.1 0.3 -0.2 -0.064
C 24.376174 -17.685005 -2.950414 0.1 0.3 0.5 -0.288
N 24.312639 -16.584071 -2.629727 -0.1 -0.1 -0.1 0.150
H 23.768915 -19.662124 -2.720425 0.0 -0.2 -0.2 0.059
H 25.524652 -19.413858 -3.027135 0.0 -0.1 0.0 0.087
H 24.345678 -19.180920 -4.350168 0.0 -0.4 0.0 0.079
C 16.870686 -23.933995 -4.916234 -0.6 -0.6 -0.4 -0.012
C 17.887630 -23.158442 -4.252876 -0.4 -0.1 0.0 -0.137
N 18.630494 -22.505935 -3.684665 0.4 -0.3 0.4 0.206
H 16.168125 -23.266613 -5.412815 0.1 0.1 0.0 0.067
H 16.301817 -24.554001 -4.221932 0.1 0.4 0.4 0.103
H 17.256755 -24.656689 -5.635092 0.4 0.4 -0.1 0.096
C 21.092620 -15.772455 -0.788094 1.1 -0.1 0.4 -0.070
C 21.060379 -14.433679 -0.188828 -0.2 -0.6 -0.3 -0.263
N 21.065406 -13.385052 0.273596 0.0 0.2 0.1 0.108
H 22.151943 -16.010425 -0.938914 0.0 0.2 -0.2 0.055
H 20.595012 -15.842800 -1.749278 -0.4 0.1 0.2 0.077
H 20.784321 -16.545168 -0.086959 -0.7 0.2 0.0 0.065


35
Properties=species:S:1:pos:R:3:forces:R:3:lowdin_charge:R:1 method="wB97M-V/def2-TZVPD" s2=6.100 spin_multiplicity=5 homo_energy_ev="-0.258 / -3.567" total_charge=-1
O 3.783370 -0.759361 0.082298 -0.6 0.8 0.2 0.057
C 3.112026 0.189128 0.094698 1.2 -1.5 -0.8 -0.144
Fe 2.118283 1.673922 0.510656 0.0 -2.0 -1.8 0.151
C 3.223744 2.783395 1.176840 2.4 1.8 1.9 -0.236
O 3.977748 3.344184 1.865235 -0.3 0.1 -0.5 0.043
C 1.786203 0.913724 2.037167 0.1 -1.7 2.5 -0.226
O 1.684620 0.370960 3.064328 -0.4 0.7 -0.8 0.079
C -0.415574 -0.183412 -0.539601 1.9 1.6 1.8 -0.206
C -1.407167 0.453654 0.385627 0.0 -1.1 0.3 -0.210
C -1.148337 1.883217 0.845930 0.5 0.6 0.6 -0.198
C 0.273261 2.477743 0.903432 -1.4 1.5 0.1 -0.261
C 0.791371 2.952878 -0.374350 -1.2 0.4 -0.2 -0.283
C 0.722308 2.024719 -1.437452 -0.3 -0.1 -0.3 -0.190
C 0.494957 0.612417 -1.303995 0.9 1.7 -2.4 -0.210
H 0.203437 -0.931438 -0.025647 0.0 0.7 0.2 0.063
H -2.467027 0.390329 0.066184 0.3 0.1 -0.2 0.096
H -1.353161 -0.212662 1.250832 -0.3 0.1 0.3 0.096
H -1.754028 2.549387 0.213333 0.2 0.0 0.1 0.101
H -1.527939 1.969549 1.870345 -0.3 0.0 -0.1 0.095
H 0.414274 3.148861 1.775785 -0.3 -0.2 -0.7 0.101
H 1.177257 3.976779 -0.514734 -0.3 -0.5 0.0 0.094
H 1.006756 2.365095 -2.441559 0.5 -0.1 0.4 0.078
H 1.192198 0.059854 -1.971045 -0.7 0.1 -0.1 0.070
C -0.475070 -3.126848 0.274210 -0.4 0.4 -0.4 -0.091
N -1.173596 -2.173196 -0.637887 -1.8 -3.6 0.6 -0.409
C -2.614300 -2.443171 -0.551227 0.4 -0.1 0.1 -0.114
N -0.764525 -2.530428 -1.965917 0.3 -0.4 -0.3 0.035
H -0.846210 -2.986849 1.294372 0.0 0.1 -0.2 0.085
H -0.650338 -4.170378 -0.042949 0.0 0.2 0.0 0.073
H 0.604463 -2.936159 0.274945 -0.2 0.1 -0.1 0.079
H -2.949873 -2.237422 0.469623 0.1 0.0 -0.2 0.080
H -3.154217 -1.781809 -1.233545 0.1 0.0 0.0 0.078
H -2.831728 -3.496010 -0.801377 -0.1 0.1 -0.1 0.071
H -1.260357 -1.896512 -2.591029 0.3 0.2 0.1 0.077
H 0.227156 -2.274136 -2.023517 -0.4 0.2 -0.1 0.077


no.,E (eV)
1,-26086.253
2,-23534.070
3,-73525.003
4,-70272.491
5,-154020.838
6,-56221.741